[1]
This record from OMol25 describes a molecular structure, C42H49Cl2O5P3S3Se2W in a non-equilibrium geometry. The level of theory is the ωB97M-V functional and the def2-TZVPD basis.

Calculated values
⟨S²⟩: 0.7609
E_LUMO (spin up / spin down) in Eh: -0.1198 / -0.1243
Energy above the lowest of the compared OMol25 structures with the same formula, charge and spin in kJ/mol: 183.4
F_max in eV/Å: 3.8
Charge: +1
Spin multiplicity: 2
E_tot in eV: -272519.8317
Gap between HOMO and LUMO (spin up / spin down) in eV: 6.50 / 7.08

XYZ file:
```
107
C42H49Cl2O5P3S3Se2W | OMol25 | the ωB97M-V functional and the def2-TZVPD basis
W -0.367 0.422 -0.381
C 0.349 4.342 5.355
C -0.882 3.705 5.440
C -1.244 2.754 4.499
C -0.376 2.431 3.452
C 0.865 3.058 3.387
C 1.222 4.012 4.332
P -0.891 1.198 2.189
C -1.849 0.076 3.284
C -3.158 -0.308 3.007
C -3.842 -1.146 3.879
C -3.228 -1.604 5.035
C -1.928 -1.214 5.328
C -1.238 -0.390 4.450
C -2.209 2.040 1.267
C -3.174 2.903 1.777
C -4.067 3.501 0.905
C -4.008 3.199 -0.451
C -3.056 2.314 -0.937
C -2.110 1.733 -0.097
H 0.625 5.086 6.090
H -1.565 3.945 6.244
H -2.194 2.247 4.597
H 1.559 2.803 2.604
H 2.190 4.495 4.268
H -3.655 0.075 2.127
H -4.863 -1.432 3.658
H -3.767 -2.246 5.721
H -1.451 -1.544 6.243
H -0.232 -0.062 4.691
H -3.219 3.115 2.837
H -4.796 4.209 1.280
H -4.700 3.666 -1.141
H -3.058 2.089 -1.995
C 5.004 4.742 0.585
C 3.550 4.511 0.924
O 3.249 3.089 1.011
P 2.542 2.247 -0.113
S 1.996 0.202 -0.940
S 0.530 2.778 0.002
O 3.172 2.977 -1.382
C 3.046 2.676 -2.787
C 4.262 3.239 -3.492
H 5.228 5.804 0.694
H 5.216 4.440 -0.440
H 5.644 4.178 1.263
H 2.896 4.984 0.194
H 3.319 4.906 1.911
H 2.130 3.134 -3.156
H 2.978 1.600 -2.932
H 4.265 4.328 -3.445
H 4.252 2.926 -4.537
H 5.173 2.866 -3.021
Se -0.460 1.511 -2.779
P -0.108 -0.560 -3.385
Se -0.021 -1.959 -1.694
C -1.389 -1.150 -4.523
C -2.170 -0.249 -5.236
C -3.121 -0.728 -6.126
C -3.293 -2.094 -6.290
C -2.510 -2.992 -5.576
C -1.552 -2.523 -4.692
C 1.446 -0.563 -4.328
C 1.556 0.384 -5.348
C 2.734 0.478 -6.069
C 3.802 -0.358 -5.761
C 3.686 -1.301 -4.753
C 2.501 -1.415 -4.036
H -2.040 0.815 -5.079
H -3.730 -0.029 -6.685
H -4.043 -2.467 -6.976
H -2.648 -4.058 -5.702
H -0.945 -3.211 -4.117
H 0.725 1.050 -5.551
H 2.822 1.206 -6.865
H 4.727 -0.278 -6.317
H 4.521 -1.948 -4.515
H 2.399 -2.149 -3.247
Cl -4.135 -2.730 -1.996
C -3.770 -2.057 -0.410
Cl -3.353 -3.339 0.745
C -2.623 -1.052 -0.525
O -2.419 -0.425 -1.562
O -1.837 -0.876 0.474
H -4.659 -1.558 -0.036
C -0.369 -4.586 4.755
C -0.638 -3.987 3.378
C 0.411 -2.930 3.041
S 0.393 -2.552 1.273
O 0.583 -1.030 1.153
C 2.024 -3.240 0.879
C 1.967 -4.769 0.833
C 1.004 -5.307 -0.229
H -1.159 -5.282 5.037
H -0.317 -3.801 5.512
H 0.579 -5.128 4.762
H -1.631 -3.533 3.349
H -0.627 -4.783 2.627
H 1.411 -3.263 3.322
H 0.190 -1.988 3.530
H 2.728 -2.864 1.623
H 2.285 -2.824 -0.095
H 1.679 -5.153 1.816
H 2.973 -5.132 0.621
H -0.038 -5.144 0.051
H 1.154 -6.376 -0.376
H 1.169 -4.807 -1.186
```

Here are the Mulliken charges for atoms 1 to 99, given in e:
1 W -0.236
2 C -0.728
3 C -0.927
4 C -0.414
5 C 1.202
6 C -0.981
7 C -0.673
8 P 1.442
9 C 1.014
10 C -0.558
11 C -0.773
12 C -0.698
13 C -0.597
14 C -1.171
15 C 0.288
16 C 0.169
17 C -0.935
18 C -1.050
19 C -0.757
20 C 0.638
21 H 0.409
22 H 0.429
23 H 0.420
24 H 0.304
25 H 0.444
26 H 0.438
27 H 0.426
28 H 0.420
29 H 0.561
30 H 0.612
31 H 0.401
32 H 0.433
33 H 0.465
34 H 0.469
35 C -1.218
36 C -0.086
37 O -0.315
38 P 0.402
39 S -0.246
40 S 0.019
41 O -0.003
42 C 0.771
43 C -1.483
44 H 0.415
45 H 0.222
46 H 0.305
47 H 0.323
48 H 0.364
49 H 0.108
50 H -0.175
51 H 0.331
52 H 0.384
53 H 0.338
54 Se -0.186
55 P -0.007
56 Se -0.302
57 C 1.016
58 C -0.485
59 C -0.703
60 C -0.538
61 C -0.670
62 C -0.479
63 C 1.204
64 C -0.523
65 C -0.808
66 C -0.538
67 C -0.719
68 C -0.033
69 H 0.374
70 H 0.425
71 H 0.412
72 H 0.439
73 H 0.401
74 H 0.402
75 H 0.437
76 H 0.419
77 H 0.452
78 H 0.295
79 Cl -0.128
80 C 0.173
81 Cl -0.147
82 C 0.381
83 O -0.398
84 O -0.317
85 H 0.417
86 C -1.488
87 C 0.324
88 C -1.149
89 S 0.235
90 O -0.644
91 C -0.739
92 C -0.451
93 C -0.917
94 H 0.406
95 H 0.260
96 H 0.396
97 H -0.056
98 H 0.376
99 H 0.776

=====

[2]
This record from OMol25 describes a molecular structure, C52H138N13O21Ti in a non-equilibrium geometry. The level of theory is the ωB97M-V functional and the def2-TZVPD basis.

Calculated values
⟨S²⟩: 0.7519
E_LUMO (spin up / spin down) in Eh: 0.0158 / 0.0158
Energy above the lowest of the compared OMol25 structures with the same formula, charge and spin in kJ/mol: 0.0
F_max in eV/Å: 3.8
Spin multiplicity: 2
E_tot in eV: -141638.2590
Gap between HOMO and LUMO (spin up / spin down) in eV: 7.38 / 8.61

XYZ file:
```
225
C52H138N13O21Ti | OMol25 | the ωB97M-V functional and the def2-TZVPD basis
Ti 23.988 24.970 19.979
O 24.380 24.021 18.304
H 23.973 23.416 17.696
O 23.326 26.292 21.282
H 22.743 26.066 22.038
O 24.999 23.907 21.397
H 24.999 24.446 22.193
C 25.914 20.035 16.848
C 26.587 20.874 15.748
C 25.757 21.165 14.568
O 25.251 19.987 14.002
C 24.709 20.328 12.739
N 27.147 22.109 16.263
H 26.614 19.926 17.656
H 25.630 19.062 16.492
H 25.083 20.585 17.204
H 27.417 20.230 15.455
H 26.305 21.714 13.739
H 24.929 21.851 14.762
H 24.284 19.393 12.358
H 25.560 20.669 12.089
H 23.930 21.127 12.730
H 27.501 21.916 17.169
H 26.352 22.801 16.373
C 26.260 28.812 23.318
C 25.892 27.417 23.909
C 24.437 27.356 24.348
O 24.204 28.255 25.470
C 23.016 28.035 26.265
N 25.958 26.361 22.878
H 27.341 28.795 23.124
H 26.096 29.635 23.976
H 25.806 29.120 22.404
H 26.585 27.143 24.702
H 24.067 26.366 24.576
H 23.873 27.736 23.511
H 22.181 28.010 25.672
H 23.025 28.772 27.105
H 23.009 27.009 26.685
H 25.286 26.570 22.164
H 26.902 26.272 22.487
C 26.187 30.267 14.312
O 25.369 30.410 13.143
C 25.920 29.669 12.061
C 25.308 28.303 12.047
N 23.869 28.458 12.031
C 23.031 27.294 12.086
C 21.595 27.568 11.718
O 20.913 28.313 12.669
C 19.896 29.043 11.970
H 26.740 29.340 14.387
H 25.545 30.451 15.198
H 26.879 31.135 14.336
H 27.018 29.546 12.176
H 25.738 30.170 11.101
H 25.667 27.775 13.014
H 25.562 27.695 11.233
H 23.645 29.092 12.770
H 23.028 26.801 13.137
H 23.446 26.513 11.425
H 21.008 26.682 11.449
H 21.683 28.192 10.829
H 19.188 28.359 11.457
H 20.344 29.728 11.200
H 19.329 29.617 12.723
C 26.256 25.523 15.255
O 27.476 26.265 15.183
C 28.537 25.629 14.519
C 29.765 26.497 14.575
N 29.615 27.861 13.982
C 29.695 27.880 12.497
C 31.082 28.267 12.013
O 31.389 29.665 12.493
C 32.376 30.341 11.781
H 25.433 26.197 15.530
H 26.207 24.688 15.970
H 25.947 25.076 14.301
H 28.355 25.393 13.446
H 28.778 24.677 15.098
H 30.611 25.883 14.145
H 30.067 26.715 15.604
H 30.342 28.485 14.331
H 28.985 28.582 12.046
H 29.590 26.911 12.109
H 31.089 28.357 10.954
H 31.934 27.647 12.278
H 32.368 31.338 12.038
H 32.189 30.327 10.718
H 33.427 29.953 11.937
C 19.580 25.474 14.717
O 20.071 24.159 15.032
C 21.452 24.383 15.315
C 21.915 23.024 15.865
N 21.632 22.095 14.756
C 22.018 20.732 15.031
C 21.389 19.765 14.067
O 19.955 19.869 14.111
C 19.335 19.251 12.985
H 20.024 25.923 13.850
H 19.763 26.182 15.517
H 18.493 25.439 14.607
H 21.548 25.136 16.096
H 21.995 24.731 14.457
H 21.414 22.810 16.845
H 22.974 22.948 16.082
H 20.629 22.131 14.454
H 21.696 20.388 16.043
H 23.145 20.776 14.997
H 21.762 18.746 14.371
H 21.847 19.956 13.143
H 19.558 18.208 12.925
H 19.633 19.719 11.997
H 18.227 19.241 13.077
C 21.435 26.968 19.350
O 22.614 26.478 18.692
C 23.501 27.576 18.382
C 24.826 27.029 18.030
N 25.483 26.501 19.292
C 26.732 25.699 19.073
C 27.860 26.536 18.580
O 28.090 27.639 19.443
C 28.949 28.702 19.004
H 20.649 26.142 19.413
H 21.030 27.759 18.738
H 21.676 27.352 20.381
H 23.555 28.149 19.271
H 23.069 28.217 17.583
H 25.458 27.811 17.548
H 24.784 26.135 17.417
H 25.619 27.310 19.949
H 26.477 24.944 18.396
H 27.028 25.242 20.038
H 27.749 26.962 17.588
H 28.719 25.808 18.401
H 28.482 29.638 19.392
H 28.981 28.711 17.912
H 29.987 28.612 19.372
C 25.390 11.823 18.253
O 24.844 13.064 17.891
C 25.126 13.398 16.538
C 25.047 14.893 16.387
N 23.792 15.467 16.614
C 23.702 16.915 16.591
C 22.503 17.564 17.221
O 21.268 17.196 16.629
C 20.156 17.636 17.343
H 26.487 11.776 18.304
H 25.156 10.979 17.608
H 24.989 11.487 19.276
H 24.508 12.878 15.819
H 26.138 13.082 16.308
H 25.461 15.123 15.377
H 25.823 15.279 17.092
H 23.277 15.026 17.359
H 23.699 17.246 15.563
H 24.469 17.478 17.113
H 22.790 18.655 17.154
H 22.429 17.317 18.288
H 20.229 18.722 17.553
H 20.148 17.141 18.345
H 19.175 17.402 16.871
C 19.561 21.208 19.036
O 20.941 21.497 19.010
C 21.749 21.050 20.112
C 22.762 22.158 20.149
N 22.296 23.503 20.018
C 21.348 23.974 21.026
C 21.870 23.674 22.451
O 21.328 22.378 22.843
C 21.067 22.250 24.237
H 19.045 21.877 18.382
H 19.090 21.238 20.022
H 19.352 20.217 18.701
H 22.152 20.070 19.960
H 21.171 21.060 21.037
H 23.537 22.032 19.376
H 23.392 22.169 21.095
H 21.772 23.533 19.114
H 20.409 23.418 20.971
H 21.158 25.067 20.977
H 21.456 24.551 22.995
H 22.911 23.505 22.604
H 20.131 22.693 24.471
H 21.856 22.793 24.719
H 21.090 21.234 24.527
C 12.086 29.360 19.833
O 13.016 28.319 19.876
C 13.306 27.730 18.638
C 13.612 26.246 18.931
N 14.855 26.098 19.706
C 16.073 26.210 18.999
C 17.178 25.401 19.792
O 18.505 25.511 19.385
C 18.754 24.846 18.131
H 11.509 29.412 18.937
H 12.705 30.332 19.907
H 11.420 29.280 20.712
H 14.212 28.120 18.173
H 12.466 27.809 17.984
H 13.754 25.686 18.005
H 12.736 25.785 19.433
H 14.839 26.492 20.617
H 16.344 27.303 18.745
H 15.896 25.729 18.033
H 16.860 24.355 19.747
H 17.244 25.704 20.832
H 19.822 24.566 18.169
H 18.477 25.440 17.236
H 18.043 23.957 18.177
C 23.982 23.604 12.371
O 24.439 23.822 13.471
N 24.631 23.761 11.141
N 22.669 23.217 12.159
H 24.520 22.975 10.519
H 25.631 23.909 11.311
H 22.340 23.079 11.202
H 22.160 22.834 12.974
C 27.009 20.946 20.674
O 27.580 20.015 20.125
N 25.969 20.751 21.672
N 27.172 22.314 20.295
H 25.959 19.902 22.249
H 25.411 21.557 21.930
H 27.465 22.470 19.304
H 26.387 22.915 20.598
```

Here are the Mulliken charges for atoms 1 to 99, given in e:
1 Ti 1.309
2 O 2.626
3 H -1.700
4 O -0.439
5 H -0.163
6 O -0.255
7 H -0.114
8 C -1.046
9 C 0.299
10 C 0.518
11 O -0.347
12 C -0.299
13 N -0.525
14 H 0.476
15 H 0.219
16 H -0.019
17 H 0.337
18 H 0.313
19 H -0.642
20 H 0.287
21 H 0.340
22 H -0.106
23 H 0.406
24 H -0.520
25 C -1.371
26 C 0.085
27 C -0.439
28 O -0.388
29 C -0.816
30 N -0.095
31 H 0.353
32 H 0.413
33 H 0.258
34 H 0.489
35 H 0.438
36 H 0.097
37 H 0.368
38 H 0.249
39 H 0.298
40 H -0.428
41 H 0.193
42 C -0.430
43 O -0.444
44 C -0.590
45 C 0.137
46 N -0.272
47 C 0.023
48 C -1.122
49 O -0.235
50 C -0.806
51 H 0.109
52 H 0.231
53 H 0.289
54 H 0.075
55 H 0.435
56 H -0.422
57 H 0.579
58 H 0.333
59 H -0.034
60 H 0.186
61 H 0.402
62 H 0.590
63 H 0.321
64 H 0.311
65 H 0.253
66 C 0.461
67 O 0.226
68 C -0.080
69 C -1.264
70 N 0.036
71 C -0.146
72 C -0.955
73 O -0.322
74 C -0.808
75 H -0.075
76 H -0.980
77 H 0.784
78 H 0.114
79 H 0.226
80 H 0.262
81 H 0.485
82 H 0.304
83 H -0.082
84 H 0.359
85 H 0.532
86 H 0.359
87 H 0.296
88 H 0.323
89 H 0.262
90 C -0.726
91 O -0.478
92 C 0.159
93 C 0.061
94 N 0.810
95 C 1.250
96 C -1.593
97 O -0.375
98 C -0.843
99 H 0.087

=====

[3]
This record from OMol25 describes a molecular structure, C21H25F4Si in a non-equilibrium geometry. The level of theory is the ωB97M-V functional and the def2-TZVPD basis.

Calculated values
E_LUMO in Eh: -0.2562
Energy above the lowest of the compared OMol25 structures with the same formula, charge and spin in kJ/mol: 272.5
F_max in eV/Å: 3.0
Charge: +1
E_tot in eV: -40919.4428
Gap between HOMO and LUMO in eV: 3.73

XYZ file:
```
51
C21H25F4Si | OMol25 | the ωB97M-V functional and the def2-TZVPD basis
C 7.784 -1.761 -0.622
C 6.308 -1.689 -0.960
C 5.497 -1.257 0.237
C 4.028 -1.183 -0.093
C 3.335 -0.739 1.183
C 1.841 -0.672 0.813
Si 1.522 -0.120 2.571
H -2.550 0.407 1.807
H 8.336 -2.075 -1.505
H 8.163 -0.788 -0.301
H 7.970 -2.479 0.180
H 6.130 -0.972 -1.772
H 5.937 -2.666 -1.294
H 5.626 -1.960 1.075
H 5.818 -0.265 0.590
H 3.816 -0.461 -0.896
H 3.620 -2.151 -0.421
H 3.577 -1.459 1.980
H 3.772 0.224 1.488
H 1.727 0.021 -0.037
H 1.522 -1.667 0.458
H 2.012 -1.215 3.498
H 2.358 1.124 2.801
F -4.130 3.605 -4.312
C -3.760 3.996 -3.053
C -3.595 5.348 -2.788
C -3.144 5.680 -1.511
F -2.904 7.001 -1.238
C -2.923 4.746 -0.508
C -3.168 3.376 -0.803
C -2.967 2.358 0.193
C -3.205 1.042 -0.023
C -3.347 0.099 1.133
C -3.438 -1.415 0.928
C -4.094 -2.163 1.922
C -4.466 -3.472 1.643
F -5.220 -4.154 2.571
C -4.092 -4.124 0.469
C -3.284 -3.399 -0.408
F -2.922 -4.018 -1.585
C -2.818 -2.107 -0.129
C -3.575 3.004 -2.106
H -3.752 6.091 -3.556
H -2.590 5.045 0.488
H -2.619 2.722 1.172
H -3.312 0.685 -1.044
H -4.222 0.404 1.749
H -4.364 -1.735 2.892
H -4.431 -5.134 0.262
H -2.056 -1.638 -0.758
H -3.747 1.962 -2.377
```

Table of natural (NBO) atomic charges, one value per atom, all in e:
1 C -0.602
2 C -0.392
3 C -0.389
4 C -0.349
5 C -0.487
6 C -0.797
7 Si 1.270
8 H 0.208
9 H 0.225
10 H 0.208
11 H 0.208
12 H 0.203
13 H 0.203
14 H 0.202
15 H 0.202
16 H 0.218
17 H 0.219
18 H 0.246
19 H 0.246
20 H 0.285
21 H 0.286
22 H -0.104
23 H -0.105
24 F -0.321
25 C 0.427
26 C -0.349
27 C 0.434
28 F -0.322
29 C -0.293
30 C -0.038
31 C -0.199
32 C -0.148
33 C -0.475
34 C 0.030
35 C -0.301
36 C 0.428
37 F -0.319
38 C -0.353
39 C 0.426
40 F -0.323
41 C -0.319
42 C -0.280
43 H 0.258
44 H 0.232
45 H 0.196
46 H 0.207
47 H 0.245
48 H 0.236
49 H 0.261
50 H 0.227
51 H 0.227